(1)
{"formula": "C5H10N5", "method": "wB97M-V/def2-TZVPD", "species": ["C", "C", "C", "C", "C", "N", "N", "N", "N", "N", "H", "H", "H", "H", "H", "H", "H", "H", "H", "H"], "coordinates": [[-3.74743, -0.23777, -0.92430], [-3.80979, 0.38623, 1.15393], [0.21075, -0.08749, 0.76353], [2.40309, 0.19097, -0.11221], [0.52949, -0.35347, -1.53995], [-4.80541, 0.47730, -0.79072], [-4.71331, 0.97932, 0.46898], [-3.04872, -0.31095, 0.21236], [-2.14516, -1.15718, 0.45583], [1.00237, 0.02867, -0.22968], [-3.57254, -0.97227, -1.68835], [-3.59845, 0.64954, 2.14398], [0.50299, 0.15640, 1.84410], [2.77812, 0.72340, -1.00166], [2.93168, -0.72140, -0.13362], [2.63120, 0.62585, 0.83918], [0.60309, 0.51060, -2.12948], [-0.51974, -0.57168, -1.57697], [1.08511, -1.19353, -1.81191], [-2.26816, -1.50133, 1.41929]], "homo_lumo_gap_ev": [6.81, 8.10], "charge": 1, "homo_ev": [-13.05, -13.50], "e_lumo_ev": [-6.239, -5.398], "mol_weight_g_mol": 140.2, "e_above_lowest_ev": 6.7539}

---

(2)
{"formula": "C5H10NO", "method": "wB97M-V/def2-TZVPD", "species": ["N", "C", "C", "C", "C", "C", "O", "H", "H", "H", "H", "H", "H", "H", "H", "H", "H"], "coordinates": [[0.69273, 2.01334, 1.23796], [-2.07591, -0.48157, 0.33849], [-1.00032, -0.50361, -0.79302], [0.00996, 0.59068, -0.54167], [0.95560, 0.69754, 0.57019], [2.29799, -0.08827, 0.11994], [2.06397, -1.27682, -0.58420], [-2.61746, 0.45001, 0.42912], [-1.58401, -0.65706, 1.28890], [-2.73172, -1.36117, 0.39633], [-0.73782, -1.53823, -0.88606], [-1.64070, -0.26791, -1.71298], [0.50166, 0.69904, -1.49261], [-0.57297, 1.52405, -0.37289], [0.63377, 0.04285, 1.40585], [2.98363, 0.50810, -0.44045], [2.82160, -0.35097, 1.03709]], "homo_lumo_gap_ev": 5.97, "charge": -1, "homo_ev": -3.05, "e_lumo_ev": 2.920, "mol_weight_g_mol": 100.1, "e_above_lowest_ev": 5.2962}

---

(3)
{"formula": "C5H10NO", "method": "wB97M-V/def2-TZVPD", "species": ["C", "C", "N", "C", "C", "C", "O", "H", "H", "H", "H", "H", "H", "H", "H", "H", "H"], "coordinates": [[1.76498, -0.12527, -0.25562], [0.55236, -0.62915, -0.48404], [0.28915, -0.87337, -1.94230], [-0.50711, -0.77415, 0.62120], [-1.34785, 0.50000, 1.01583], [-0.41530, 1.66954, 1.33950], [0.43210, 1.92093, 0.50925], [2.46197, -0.08251, -1.11811], [2.03967, 0.26705, 0.79051], [0.65480, -0.04875, -2.52683], [-0.71940, -1.00077, -2.18321], [0.75956, -1.72684, -2.20082], [0.03827, -0.86295, 1.65528], [-1.32364, -1.52962, 0.45820], [-2.03224, 0.58475, 0.15900], [-2.02675, 0.42929, 1.94205], [-0.62057, 2.28183, 2.22011]], "smiles": "C=C([NH3+])CCC=O", "homo_lumo_gap_ev": 9.42, "charge": 1, "homo_ev": -13.26, "e_lumo_ev": -3.835, "mol_weight_g_mol": 100.1, "e_above_lowest_ev": 2.9971}

---

(4)
{"formula": "C5H10NO", "method": "wB97M-V/def2-TZVPD", "species": ["C", "C", "C", "C", "C", "N", "O", "H", "H", "H", "H", "H", "H", "H", "H", "H", "H"], "coordinates": [[0.33942, 0.49397, 1.31787], [-4.51536, -1.89317, 1.54023], [1.40509, 0.50463, 0.42252], [-2.65758, -0.67912, 0.53232], [2.73824, 0.84778, -1.58569], [1.64995, 1.19306, -0.68691], [-3.46434, -1.36727, 1.09706], [0.23591, -0.07342, 2.29132], [-0.50185, 1.27904, 1.43041], [-5.33276, -1.21069, 1.90634], [-4.44167, -2.98711, 1.68670], [2.21534, -0.13867, 0.64564], [-1.61514, -0.43097, 0.89873], [2.95504, 1.68541, -2.25773], [3.66143, 0.53300, -1.07900], [2.48646, -0.00331, -2.14828], [1.06931, 2.02281, -0.81940]], "homo_lumo_gap_ev": [5.00, 5.32], "charge": 1, "homo_ev": [-11.18, -11.29], "e_lumo_ev": [-6.175, -5.965], "mol_weight_g_mol": 100.1, "e_above_lowest_ev": 8.5945}

---

(5)
{"formula": "C5H10NO", "method": "wB97M-V/def2-TZVPD", "species": ["C", "N", "C", "C", "C", "C", "O", "H", "H", "H", "H", "H", "H", "H", "H", "H", "H"], "coordinates": [[0.55914, 0.11248, 1.80839], [-0.31720, 0.47712, 0.68248], [0.15357, 1.35387, -0.36427], [-0.29569, -0.01994, -0.72401], [0.87328, -1.13310, -1.13115], [-1.80454, -0.29350, -0.99836], [-2.61850, 0.03442, -0.19506], [1.53512, -0.17039, 1.52584], [0.62886, 0.93209, 2.58034], [0.46039, -0.80238, 2.43948], [-1.35697, 0.78987, 0.96278], [1.26073, 1.45798, -0.43647], [-0.47109, 2.16542, -0.59710], [1.04813, -1.75971, -0.22300], [1.81750, -0.72177, -1.44290], [0.55840, -1.65254, -1.97173], [-2.03114, -0.76990, -1.91527]], "smiles": "C[N@H+]1C[C@]1(C)C=O", "homo_lumo_gap_ev": 11.43, "charge": 1, "homo_ev": -15.38, "e_lumo_ev": -3.954, "mol_weight_g_mol": 100.1, "e_above_lowest_ev": 3.0736}

---

(6)
{"formula": "C5H10NO", "method": "wB97M-V/def2-TZVPD", "species": ["C", "C", "C", "C", "C", "N", "O", "H", "H", "H", "H", "H", "H", "H", "H", "H", "H"], "coordinates": [[-1.35574, 0.45105, 0.37090], [-0.40473, -0.48575, 0.39511], [-2.46865, 0.50840, 1.30710], [1.94424, -1.31368, -0.03638], [0.88610, -0.33928, -0.26252], [-0.12662, -0.80739, -2.79145], [0.49670, -0.39358, -3.64375], [-1.20630, 1.20928, -0.35446], [-0.48360, -1.52222, 0.73835], [-2.25061, 1.33618, 2.10388], [-2.63323, -0.33414, 1.78449], [-3.41176, 0.93014, 0.79930], [2.76933, -1.27870, -0.65610], [1.48248, -2.32668, -0.12455], [2.27127, -1.26451, 1.00375], [0.36114, -0.39800, -1.54836], [1.22685, 0.62523, -0.37525]], "homo_lumo_gap_ev": [7.06, 7.67], "charge": 1, "homo_ev": [-13.81, -13.72], "e_lumo_ev": [-6.752, -6.051], "mol_weight_g_mol": 100.1, "e_above_lowest_ev": 6.3276}

---

(7)
{"formula": "C5H10NO", "method": "wB97M-V/def2-TZVPD", "species": ["C", "C", "C", "C", "O", "C", "N", "H", "H", "H", "H", "H", "H", "H", "H", "H", "H"], "coordinates": [[-1.86930, 0.37822, 0.58643], [-0.68706, 0.20524, -0.36627], [0.04936, 1.48467, -0.66889], [1.27974, 1.55924, -0.14893], [1.69025, 0.40839, 0.54140], [0.47735, -0.59201, 0.40697], [1.07833, -1.83424, -0.22281], [-1.62755, 0.47007, 1.55393], [-2.52973, -0.53723, 0.58730], [-2.32459, 1.24687, 0.21068], [-0.87068, -0.46997, -1.13894], [-0.56280, 2.20409, -1.18809], [2.03358, 2.42155, -0.17764], [0.07626, -0.69854, 1.33356], [1.77161, -1.50648, -0.96722], [0.43488, -2.37291, -0.82371], [1.58034, -2.36697, 0.48224]], "smiles": "C[C@H]1C=CO[C@@H]1[NH3+]", "homo_lumo_gap_ev": 9.20, "charge": 1, "homo_ev": -13.07, "e_lumo_ev": -3.865, "mol_weight_g_mol": 100.1, "e_above_lowest_ev": 2.8015}

---

(8)
{"formula": "C5H10NO2", "method": "wB97M-V/def2-TZVPD", "species": ["C", "C", "N", "C", "O", "C", "C", "O", "H", "H", "H", "H", "H", "H", "H", "H", "H", "H"], "coordinates": [[2.28801, -0.58752, -0.09047], [1.44167, 0.53915, 0.49591], [0.80613, 1.33360, -0.50763], [-0.50559, 1.58134, -0.29454], [-1.52853, 0.76889, -1.18688], [-1.50134, -0.53421, -0.94171], [-2.05788, -0.98336, 0.39751], [-1.08517, -1.37450, -1.72919], [2.76846, -1.17569, 0.69209], [1.66703, -1.24965, -0.68787], [3.04028, -0.17318, -0.75336], [2.14042, 1.14539, 1.09951], [0.73727, 0.08608, 1.21560], [-0.84228, 1.39522, 0.74201], [-0.79576, 2.59631, -0.56664], [-1.24123, -1.32444, 1.02150], [-2.62907, -0.21181, 0.89482], [-2.70244, -1.83163, 0.19932]], "homo_lumo_gap_ev": 6.70, "charge": -1, "homo_ev": -2.64, "e_lumo_ev": 4.059, "mol_weight_g_mol": 116.1, "e_above_lowest_ev": 2.4601}

---

(9)
{"formula": "C5H10NO2", "method": "wB97M-V/def2-TZVPD", "species": ["N", "C", "C", "O", "C", "C", "C", "O", "H", "H", "H", "H", "H", "H", "H", "H", "H", "H"], "coordinates": [[-1.13344, 1.20998, -0.05627], [0.23837, 0.73416, 0.04316], [1.01591, 1.61101, 1.13850], [0.40552, 2.80218, 1.36021], [0.38499, -0.73075, 0.37004], [-0.59880, -1.67132, -0.38684], [-0.31583, -1.58347, -1.85199], [0.22002, -2.44155, -2.52791], [-1.05845, 2.12119, 0.44802], [-1.78483, 0.65661, 0.50107], [0.73043, 0.98531, -0.89306], [2.05009, 1.75124, 0.74631], [1.06292, 1.00970, 2.08198], [1.41401, -1.02723, 0.17944], [0.13578, -0.85866, 1.42501], [-1.58691, -1.24924, -0.26064], [-0.58308, -2.68500, 0.00981], [-0.59671, -0.63416, -2.32685]], "smiles": "N[C@@H](C[O-])CCC=O", "homo_lumo_gap_ev": 6.45, "charge": -1, "homo_ev": -2.76, "e_lumo_ev": 3.688, "mol_weight_g_mol": 116.1, "e_above_lowest_ev": 2.5466}

---

(10)
{"formula": "C5H10NO2", "method": "wB97M-V/def2-TZVPD", "species": ["C", "C", "C", "C", "N", "C", "O", "O", "H", "H", "H", "H", "H", "H", "H", "H", "H", "H"], "coordinates": [[-0.32718, 1.06416, 0.10466], [-1.62168, 0.88496, -0.63577], [-2.30187, -0.27530, -0.52304], [-2.11352, -1.35161, 0.41726], [2.86914, -0.82793, 0.05265], [2.91287, 0.58907, 0.27470], [2.36255, 1.02314, 1.30166], [3.44525, 1.20854, -0.67166], [-0.26309, 2.06728, 0.52665], [0.52075, 0.98851, -0.58347], [-0.20817, 0.35539, 0.91592], [-2.25388, 1.67335, -1.02312], [-0.78699, -1.31895, -0.56082], [-3.21596, -0.28990, -1.12283], [2.47923, -1.42646, 0.76093], [-2.84199, -2.14658, 0.37275], [-1.54014, -1.14267, 1.30897], [2.88469, -1.07502, -0.91542]], "homo_lumo_gap_ev": 7.01, "charge": -1, "homo_ev": -3.85, "e_lumo_ev": 3.153, "mol_weight_g_mol": 116.1, "e_above_lowest_ev": 4.1966}

---

(11)
{"formula": "C5H10NO2", "method": "wB97M-V/def2-TZVPD", "species": ["C", "C", "C", "C", "O", "N", "C", "O", "H", "H", "H", "H", "H", "H", "H", "H", "H", "H"], "coordinates": [[-1.78423, -1.54707, -0.43743], [-0.34303, -1.06154, -0.68143], [0.09801, -0.01344, 0.33927], [-0.43559, 1.45246, 0.02226], [-0.18665, 2.28544, 1.04910], [1.56962, -0.08703, 0.44518], [2.34256, 1.01642, 0.49622], [3.49273, 1.05273, 0.90884], [-2.21072, -1.73711, 0.55117], [-2.39031, -0.66247, -0.69715], [-2.16569, -2.35084, -1.06980], [-0.29151, -0.62494, -1.68201], [0.32094, -1.92483, -0.67077], [-0.31014, -0.01667, 1.35497], [0.00236, 1.76805, -0.95669], [-1.52564, 1.31290, -0.12277], [1.85881, -0.80723, 1.07920], [1.95848, 1.94516, 0.07185]], "smiles": "CC[C@H](C[O-])NC=O", "homo_lumo_gap_ev": 6.58, "charge": -1, "homo_ev": -2.81, "e_lumo_ev": 3.767, "mol_weight_g_mol": 116.1, "e_above_lowest_ev": 2.2833}

---

(12)
{"formula": "C5H10NO2", "method": "wB97M-V/def2-TZVPD", "species": ["O", "C", "O", "C", "C", "C", "C", "N", "H", "H", "H", "H", "H", "H", "H", "H", "H", "H"], "coordinates": [[-0.49996, 1.17828, -1.37051], [-1.02613, 1.41047, -0.35558], [-1.53542, 2.59726, -0.02317], [-1.26689, 0.52445, 0.83332], [-0.89710, -0.92853, 0.53208], [0.56802, -1.34386, 0.40022], [2.37694, -0.31330, -0.80545], [1.10855, -0.65079, -0.73627], [-1.31350, 3.50827, -0.26649], [-2.24339, 0.50781, 1.20300], [-0.72634, 0.86486, 1.75348], [-1.36437, -1.69066, 1.22883], [-1.27850, -1.11953, -0.51002], [0.45162, -2.49315, 0.31166], [1.26532, -0.96045, 1.22351], [2.59326, 0.09456, -1.79173], [3.16018, -0.54147, 0.01737], [0.62771, -0.64423, -1.64426]], "homo_lumo_gap_ev": [5.94, 10.37], "charge": 0, "homo_ev": [-5.25, -9.70], "e_lumo_ev": [0.689, 0.670], "mol_weight_g_mol": 116.1, "multiplicity": 2, "e_above_lowest_ev": 1.2665}

---

(13)
{"formula": "C5H10NO2", "method": "wB97M-V/def2-TZVPD", "species": ["C", "C", "C", "C", "C", "N", "O", "O", "H", "H", "H", "H", "H", "H", "H", "H", "H", "H"], "coordinates": [[0.56169, 0.70606, 1.10586], [-1.56931, -0.01529, 0.54845], [1.00924, 0.32687, -0.12387], [-2.67423, -0.94661, 0.51742], [0.88101, -0.87283, -0.99724], [2.24017, 1.25868, -0.49911], [0.90252, 1.56176, 1.89832], [-0.59785, -0.18831, 1.34621], [-1.73311, 0.89442, 0.07299], [-2.40409, -1.85205, 1.11545], [-2.95631, -1.29886, -0.51956], [-3.60869, -0.33085, 0.89766], [1.48752, -1.79065, -0.72948], [1.12912, -0.65581, -2.06479], [-0.21107, -1.35420, -0.98115], [2.62657, 1.67684, 0.32514], [1.98607, 2.19634, -0.92301], [2.93075, 0.68450, -0.98930]], "homo_lumo_gap_ev": 7.36, "charge": 1, "homo_ev": -12.35, "e_lumo_ev": -4.986, "mol_weight_g_mol": 116.1, "e_above_lowest_ev": 3.6035}

---

(14)
{"formula": "C5H10NO2", "method": "wB97M-V/def2-TZVPD", "species": ["C", "C", "C", "C", "O", "N", "C", "O", "H", "H", "H", "H", "H", "H", "H", "H", "H", "H"], "coordinates": [[-0.06710, -2.24358, 2.27304], [-0.61247, -1.62040, 1.07923], [0.09410, -0.87065, 0.20587], [-0.61730, -0.30778, -0.88303], [-1.72000, -0.49135, -1.27943], [0.14521, 0.84177, -1.64263], [0.54773, 2.02201, -0.76372], [0.85568, 3.09541, -1.54276], [-0.53029, -1.82580, 3.16805], [1.01338, -2.13668, 2.34298], [-0.32735, -3.30474, 2.28056], [-1.67211, -1.75420, 0.89561], [1.14786, -0.68333, 0.32812], [0.97477, 0.49348, -2.13785], [-0.51859, 1.16983, -2.36377], [-0.27607, 2.19122, -0.06065], [1.44810, 1.72351, -0.21770], [0.11446, 3.70126, -1.68193]], "smiles": "C/C=C/C(=O)[NH2+]CO", "homo_lumo_gap_ev": 10.19, "charge": 1, "homo_ev": -14.59, "e_lumo_ev": -4.393, "mol_weight_g_mol": 116.1, "e_above_lowest_ev": 1.3446}

---

Number 1: strongest force on any atom 3.638 eV/A. Number 2: strongest force on any atom 4.126 eV/A. Number 3: strongest force on any atom 2.858 eV/A. Number 4: strongest force on any atom 2.787 eV/A. Number 5: strongest force on any atom 3.786 eV/A. Number 6: strongest force on any atom 6.571 eV/A. Number 7: strongest force on any atom 5.085 eV/A. Number 8: strongest force on any atom 2.232 eV/A. Number 9: strongest force on any atom 1.086 eV/A. Number 10: strongest force on any atom 5.407 eV/A. Number 11: strongest force on any atom 2.129 eV/A. Number 12: strongest force on any atom 4.042 eV/A. Number 13: strongest force on any atom 2.852 eV/A. Number 14: strongest force on any atom 1.159 eV/A.